i.
10
Properties=species:S:1:pos:R:3:lowdin_charge:R:1 method="wB97M-V/def2-TZVPD" smiles="[H]/N=C/C(C#N)C#N" spin_multiplicity=1 orbital_gap_ev=11.760
N 1.520 2.260 0.084 0.189
N -1.998 -0.197 0.345 0.141
N 1.786 -2.185 -0.257 0.193
C 0.492 -0.091 0.240 -0.293
C 1.296 -1.203 -0.010 -0.235
C -0.964 0.001 -0.361 -0.165
C 1.124 1.207 0.142 -0.207
H -2.796 0.076 -0.170 0.044
H 0.349 -0.280 1.383 0.194
H -0.810 0.412 -1.396 0.138



ii.
10
Properties=species:S:1:pos:R:3:lowdin_charge:R:1 method="wB97M-V/def2-TZVPD" spin_multiplicity=1 orbital_gap_ev=8.708
N 0.685 -1.479 -1.323 -0.005
N 1.187 -0.114 0.214 0.039
N 1.676 -1.035 -0.616 -0.014
C -0.148 0.053 0.051 -0.300
C -0.926 1.037 0.812 -0.209
C -0.454 -0.845 -0.943 -0.103
C -0.565 2.287 0.963 0.217
H -1.402 -1.049 -1.416 0.105
H -1.850 0.749 1.319 0.110
H 1.799 0.329 0.883 0.160



iii.
10
Properties=species:S:1:pos:R:3:lowdin_charge:R:1 method="wB97M-V/def2-TZVPD" smiles=C#Cc1cn[nH]n1 spin_multiplicity=1 orbital_gap_ev=10.473
N -0.925 0.461 0.797 0.103
N -0.171 0.740 1.863 -0.078
N 1.153 0.546 1.680 0.061
C -0.938 -0.823 -2.414 0.131
C -0.064 0.131 -0.136 -0.333
C 1.246 0.223 0.410 -0.090
C -0.519 -0.365 -1.386 -0.082
H 2.188 0.042 -0.090 0.111
H -0.663 0.267 2.604 0.147
H -1.308 -1.223 -3.328 0.030



Name the most stable of them. i.



i.
10
Properties=species:S:1:pos:R:3:lowdin_charge:R:1 method="wB97M-V/def2-TZVPD" smiles=N#Cc1ncc[nH]1 spin_multiplicity=1 orbital_gap_ev=9.983
N 3.200 -0.745 0.206 0.162
N 0.128 1.050 -0.272 0.118
N -0.065 -1.081 0.468 0.075
C -1.422 0.554 -0.184 0.025
C -1.356 -0.768 0.163 -0.154
C 2.109 -0.365 0.188 -0.142
C 0.705 -0.076 0.159 -0.465
H -2.029 -1.658 0.118 0.127
H 0.841 1.704 -0.715 0.175
H -2.112 1.385 -0.130 0.081



ii.
10
Properties=species:S:1:pos:R:3:lowdin_charge:R:1 method="wB97M-V/def2-TZVPD" spin_multiplicity=1 orbital_gap_ev=11.087
N -1.081 -0.441 1.808 0.119
N 0.149 2.285 -1.535 0.191
N 0.117 -2.151 -1.643 0.186
C -0.298 0.173 1.022 -0.180
C 0.577 0.028 -0.345 -0.245
C 0.204 -1.158 -1.071 -0.204
C 0.349 1.265 -1.051 -0.231
H 1.713 0.095 -0.138 0.190
H -0.259 1.235 1.419 0.121
H -1.470 -1.330 1.533 0.052



Name the most stable of them. i.



i.
10
Properties=species:S:1:pos:R:3:lowdin_charge:R:1 method="wB97M-V/def2-TZVPD" smiles="O=C=CNS(=O)#C[O-]" spin_multiplicity=1 orbital_gap_ev=5.986 charge=-1
S -1.371 -0.862 -0.305 0.674
O 2.662 1.277 0.192 0.088
O -1.314 -1.111 1.170 -0.687
O -2.803 1.647 0.125 -0.157
N 0.324 -0.860 -1.015 -0.263
C 1.818 0.444 0.288 -0.240
C 1.199 -0.680 0.263 -0.181
C -1.722 1.330 -0.288 -0.307
H 0.781 -1.161 1.125 0.068
H 0.426 -0.025 -1.554 0.006



ii.
10
Properties=species:S:1:pos:R:3:lowdin_charge:R:1 method="wB97M-V/def2-TZVPD" spin_multiplicity=1 orbital_gap_ev="6.796 / 7.130" charge=-1
S -1.196 -1.130 2.087 0.649
O -0.723 -4.033 -1.076 0.001
O -2.622 -2.820 -0.786 0.010
O -0.043 -1.153 -0.500 -0.147
N -0.514 -2.281 0.183 0.015
C 0.405 -0.147 0.300 -0.310
C -1.475 -3.155 -0.681 -0.797
C -0.139 0.084 1.502 -0.631
H 0.128 1.067 2.102 0.093
H 1.131 0.583 -0.175 0.117



Name the most stable of them. ii.



i.
8
Properties=species:S:1:pos:R:3:lowdin_charge:R:1 method="wB97M-V/def2-TZVPD" smiles=CBO spin_multiplicity=1 orbital_gap_ev=11.868
O 1.717 -0.114 -0.375 -0.158
C -1.024 -0.373 -0.155 -0.090
B 0.278 0.465 0.169 -0.117
H 0.432 1.374 0.996 0.060
H -1.911 0.069 0.402 0.070
H -0.696 -1.391 0.148 0.069
H 2.483 0.454 0.062 0.094
H -1.280 -0.484 -1.247 0.072



ii.
8
Properties=species:S:1:pos:R:3:lowdin_charge:R:1 method="wB97M-V/def2-TZVPD" spin_multiplicity=1 orbital_gap_ev=10.609
O -0.477 -0.654 -0.645 -0.096
C -0.121 0.764 -0.301 -0.114
B 0.291 -0.403 0.861 -0.158
H 0.458 1.454 -0.931 0.079
H 1.308 -0.824 1.006 -0.004
H -0.505 -0.696 1.683 0.030
H 0.116 -0.960 -1.448 0.187
H -1.071 1.320 -0.225 0.076



Name the most stable of them. i.



i.
24
Properties=species:S:1:pos:R:3:lowdin_charge:R:1 method="wB97M-V/def2-TZVPD" smiles=CCC[C@@H](CN)NC spin_multiplicity=1 orbital_gap_ev=9.618
N -1.379 -0.724 -0.686 -0.084
N -3.128 0.886 0.621 -0.009
C -1.740 1.199 0.763 -0.268
C -0.533 -1.376 -1.670 -0.139
C 3.145 0.151 0.119 -0.104
C 0.665 0.562 0.219 -0.206
C -0.756 0.020 0.420 -0.352
C 1.739 -0.453 0.511 -0.251
H -1.023 -1.609 -2.631 0.085
H 1.752 -1.386 -0.058 0.094
H -3.280 -0.063 0.285 0.057
H -0.172 -2.341 -1.319 0.071
H 0.804 1.365 0.953 0.123
H 3.873 -0.650 0.198 0.059
H -1.531 1.550 1.790 0.117
H -3.609 0.854 1.509 0.065
H 3.510 0.894 0.837 0.068
H -1.361 2.002 0.116 0.103
H 0.616 0.927 -0.806 0.114
H 1.787 -0.710 1.567 0.106
H 3.118 0.535 -0.884 0.060
H -0.763 -0.593 1.348 0.138
H 0.344 -0.805 -1.989 0.065
H -2.079 -0.236 -1.214 0.089



ii.
24
Properties=species:S:1:pos:R:3:lowdin_charge:R:1 method="wB97M-V/def2-TZVPD" smiles=CN[C@H](C)CN(C)C spin_multiplicity=1 orbital_gap_ev=8.899
N -0.258 1.042 -1.102 -0.285
N 0.658 -0.586 1.588 -0.118
C -0.164 -0.784 0.419 -0.403
C 0.493 -0.212 -0.836 -0.193
C -0.122 -0.365 2.823 -0.130
C -0.966 1.058 -2.359 -0.111
C 0.605 2.229 -0.716 -0.072
C -0.217 -2.337 0.161 -0.095
H -1.682 0.287 -2.367 0.062
H 1.565 -0.007 -0.788 0.121
H 0.405 -0.623 3.680 0.030
H -0.042 3.137 -0.506 0.098
H 1.096 1.941 0.155 0.038
H -0.226 0.845 2.981 0.124
H 1.351 -1.321 1.726 0.106
H -0.283 0.865 -3.188 0.073
H -1.079 -0.934 2.786 0.077
H -1.162 -2.567 -0.387 0.070
H -1.314 2.109 -2.486 0.095
H 0.382 -0.775 -1.741 0.095
H 1.400 2.449 -1.401 0.063
H -1.327 -0.440 0.473 0.189
H 0.693 -2.793 -0.401 0.102
H -0.343 -2.902 1.110 0.066



iii.
24
Properties=species:S:1:pos:R:3:lowdin_charge:R:1 method="wB97M-V/def2-TZVPD" smiles=CNC[C@H](C)N(C)C spin_multiplicity=1 orbital_gap_ev=8.853
N -1.453 -1.263 -1.026 -0.113
N 0.956 0.232 0.322 -0.250
C -0.421 0.096 0.864 -0.355
C -1.318 0.055 -0.395 -0.211
C -0.845 1.239 1.699 -0.094
C 1.418 1.542 -0.006 -0.140
C 2.041 -0.605 0.873 -0.078
C -0.602 -1.413 -2.274 -0.108
H 2.399 -0.278 1.864 0.083
H 2.428 1.577 -0.421 0.080
H -2.364 0.383 -0.229 0.112
H -1.189 2.098 1.120 0.077
H -0.952 0.803 -1.096 0.098
H -1.836 1.168 2.171 0.085
H -0.146 1.680 2.429 0.087
H -1.353 -2.152 -0.566 0.085
H 0.222 -2.046 -1.961 0.064
H -0.354 -0.870 1.386 0.137
H -0.302 -0.411 -2.564 0.058
H 2.710 -0.649 0.017 0.085
H 1.589 2.249 0.852 0.086
H 0.766 2.109 -0.655 0.074
H 1.630 -1.579 1.128 0.070
H -1.201 -1.755 -3.140 0.068



Name the most stable of them. i.